263
Properties=species:S:1:pos:R:3:mulliken_charge:R:1 method="wB97M-V/def2-TZVPD" e_above_lowest_kj_mol=337.46 homo_lumo_gap_ev=8.794 max_force_ev_per_a=3.646 e_tot_ev=-127334.743 molar_mass_g_mol=1423.112
H 1.94 4.60 -4.51 0.029
H 3.50 5.00 -5.59 0.291
C -2.18 -4.67 -5.66 -1.081
H 4.72 -0.68 4.05 0.357
H 2.17 3.97 0.36 -0.813
H -0.70 2.93 6.89 0.034
C -7.28 -6.67 4.42 -0.815
C -0.72 -6.21 -0.88 -0.363
H 3.70 -1.81 -4.37 0.500
H 3.91 -2.88 5.19 0.326
H 5.98 -2.73 0.03 0.414
H 1.38 2.07 -0.23 -0.616
H 2.94 1.50 -6.04 0.009
C 4.99 -3.11 0.27 -1.276
H 0.22 2.75 -3.34 -0.632
H 2.66 -0.13 5.14 -0.409
H 4.43 -1.51 -2.16 0.712
C -4.15 0.53 2.32 0.335
H -0.20 -2.95 -6.06 0.766
C -5.54 -3.62 -3.37 -1.407
H 4.45 -0.56 0.52 -1.251
H -3.71 2.11 -5.11 0.196
C 3.37 -0.81 -4.53 0.662
H 0.23 -0.93 -4.65 -0.572
C 6.06 1.09 5.93 -0.754
H 5.18 -4.15 0.52 0.502
C -5.12 -0.40 1.63 -0.751
O -0.56 3.84 4.97 -0.134
C -6.90 -0.47 0.12 -0.656
C -2.80 2.31 -5.69 -0.914
N -0.12 0.83 1.93 1.150
H 5.90 -1.39 5.18 0.579
C -0.34 8.31 -4.63 -0.813
H -2.13 3.43 -0.71 -0.082
H -2.08 4.09 6.21 0.539
H 3.17 -2.12 -6.99 0.192
H 3.56 0.92 -7.53 0.401
H -3.27 -5.22 -3.02 -0.479
O -0.62 4.76 -0.91 -0.037
H 4.28 -2.96 -0.56 -0.171
H -0.66 1.23 4.55 -0.346
H 5.71 6.70 0.15 0.447
H -6.06 -4.54 4.70 0.402
H 5.03 -0.20 -5.65 0.351
H 4.03 0.15 -1.50 -0.207
H -0.13 4.30 -3.69 -1.025
H -1.87 -7.91 -0.21 0.362
H -2.70 0.20 3.79 0.198
C -4.98 -4.93 1.45 0.198
H 2.28 0.97 0.69 -1.028
O 3.07 3.52 3.57 -0.484
O -1.86 2.97 -4.85 -0.255
H -5.31 -7.23 -1.20 0.192
H -5.72 0.78 -3.10 0.292
O 4.60 4.53 -3.90 -0.333
H -1.04 3.54 0.74 -0.020
C 4.79 -0.86 1.50 2.611
C -0.51 3.11 -5.35 -0.877
H 4.38 5.07 -0.59 0.056
H -3.64 -5.86 -1.38 -0.176
H -0.62 6.19 -2.92 -0.082
C -1.56 4.10 -0.06 -0.498
O 4.86 0.27 5.97 -0.279
N 2.59 -1.14 5.12 0.808
H 3.88 -1.89 6.64 0.331
C -0.36 -1.79 -4.25 1.463
C 2.63 3.08 -3.45 1.067
H 4.86 7.40 3.04 0.307
H 2.53 5.27 1.52 0.321
H -2.74 -0.15 -1.21 -0.688
H -5.99 -7.94 -2.74 0.343
C -5.73 -5.13 3.79 -1.279
H 0.65 5.25 4.29 0.108
H -2.60 2.44 4.61 0.060
H 0.24 8.80 -5.45 0.341
N 0.42 -5.41 -0.47 -0.162
C 4.61 -2.38 1.56 0.284
O -1.19 7.37 -5.23 -0.356
C 5.22 6.06 0.94 -0.624
H -2.72 0.93 0.72 -0.211
O 0.87 -0.19 7.43 -0.136
H 1.86 -5.52 -4.93 0.384
H 1.76 2.76 5.10 -0.409
H 2.78 -0.81 -1.98 0.071
H 4.12 -0.47 2.26 -0.969
H 1.92 -0.17 9.26 0.348
H -7.94 -7.46 4.04 0.261
H 2.51 -3.93 -5.34 0.089
H -1.62 -5.59 -1.11 0.254
H -4.25 -2.48 2.94 -0.091
C -4.88 -4.13 -2.09 0.928
O 1.89 -4.12 -3.51 0.273
C -3.18 1.76 6.59 -1.942
H 3.52 2.72 5.33 0.624
H 2.79 1.59 4.20 -0.457
C 0.02 0.50 0.50 2.162
H 1.12 6.76 -4.32 -0.267
H -6.14 -3.50 2.68 -0.146
N 3.17 -2.60 1.86 -0.013
H -2.57 -0.89 2.56 -0.482
C -1.41 0.03 -2.99 -1.280
H 6.16 6.59 3.97 0.221
H 1.13 3.55 2.67 0.012
H 0.46 5.88 0.52 0.234
H -2.56 -3.19 0.77 -0.557
H -1.98 -8.07 2.70 0.272
H -3.80 2.62 6.67 0.547
H -0.78 0.58 6.11 0.213
H -2.79 8.11 -4.22 0.336
N -1.43 -1.36 -3.25 1.031
C 1.40 1.01 -0.02 0.810
C 2.19 3.30 2.46 2.048
N 4.05 -1.79 -6.57 -0.658
H -6.24 -4.30 -3.93 0.277
H -4.14 -3.48 4.20 0.246
H -4.72 1.13 2.96 0.811
H -4.20 -2.17 -1.77 -0.363
H -2.89 -4.28 -6.38 0.335
C 3.75 -1.82 5.54 -0.706
H -3.04 -3.14 -1.93 -0.866
C 5.92 6.99 2.96 -0.727
H -5.32 0.37 -1.43 -0.213
N 4.07 3.87 1.11 0.385
H 5.84 1.60 1.15 -0.002
O 6.03 5.89 2.03 -0.303
H -0.20 2.18 -5.77 0.127
H 1.37 -3.59 -1.06 -0.207
C -0.94 -2.58 -5.40 -1.828
C -0.11 6.00 -0.38 -0.672
H 0.67 0.51 2.54 -0.384
H -5.72 -5.66 1.18 0.625
H -2.33 4.80 0.32 0.462
H 2.24 -0.92 -4.63 -0.811
H 4.97 4.19 -5.93 0.295
H 2.18 0.12 -6.78 0.246
H 2.31 2.24 2.12 -1.376
H 0.27 -2.52 -3.72 -0.426
H 3.55 -5.08 -4.55 0.175
C 6.45 0.68 0.98 -0.339
H 0.05 -2.19 7.22 0.355
C 1.06 -1.58 7.16 -0.859
H 1.60 0.52 -0.94 -0.145
H 1.07 -2.71 5.37 0.485
H 1.56 5.92 -1.79 0.118
C 0.32 3.47 -4.11 1.918
H 0.55 -1.50 0.91 0.975
H -4.02 -5.47 1.64 0.011
H -4.18 2.02 0.67 0.601
H -0.14 -3.89 -1.89 -1.389
H -5.64 -1.04 2.40 0.349
H -1.55 0.74 -3.76 0.771
H -1.40 -5.09 -6.35 0.285
N -0.10 7.00 -2.55 -0.234
H -0.91 6.78 -0.13 0.387
H -0.41 -6.78 -1.78 0.321
H 2.28 -5.75 -2.17 0.292
H 0.15 -0.38 9.31 0.422
H 0.88 1.14 8.97 0.255
H -6.60 -6.33 -2.06 0.236
O -6.81 -5.91 3.37 -0.319
H -6.47 -7.25 4.86 0.338
N 1.75 3.64 -4.45 0.168
H -2.61 -5.37 -4.99 0.329
C -1.19 -7.35 2.49 -1.007
C 0.27 4.92 5.24 -0.813
H -1.15 -6.64 3.37 0.205
H -6.07 -2.69 -3.12 0.360
H -3.86 0.92 6.38 0.370
H -0.96 9.16 -4.19 0.370
C 3.14 0.58 -6.61 -1.018
O -4.77 -6.39 -3.04 -0.552
C 4.88 -0.89 5.14 -0.637
C -5.73 -7.03 -2.22 -0.585
H 7.02 0.54 5.85 0.306
N -3.23 -0.31 3.10 -0.231
C -1.53 -2.85 0.52 1.340
H 4.25 6.61 1.12 0.189
H -0.19 -7.76 2.45 0.463
H 7.42 0.94 1.33 0.396
O -1.45 -1.42 0.47 0.710
N -4.16 -3.41 3.20 -0.391
N -3.98 -3.11 -1.54 1.388
H 0.17 -1.15 -0.75 -0.800
H 0.46 -0.98 5.29 -0.452
C -4.07 -5.42 -2.30 0.541
C -3.47 1.45 1.28 -0.589
H -4.97 -5.83 4.17 0.477
H -2.44 1.37 -6.11 0.314
H -0.78 1.00 -0.05 -1.177
H -2.77 2.10 1.83 0.136
H -2.75 1.50 7.54 0.316
C -2.53 7.24 -4.81 -0.491
H 1.18 7.43 -1.00 0.569
H -1.30 -3.20 -0.53 -1.616
C 1.28 -1.65 5.65 -0.204
H 5.95 1.82 5.12 0.204
C 4.15 3.19 -3.72 -0.380
C 4.51 4.95 -5.25 -0.764
H -0.42 3.86 -6.08 0.684
O -1.37 -6.61 1.35 -0.047
H -0.77 -3.30 1.18 0.557
H -4.69 -3.30 -3.97 0.113
C 0.97 0.08 8.82 -1.109
H -5.61 -4.32 -1.30 0.138
C -5.31 -4.23 2.75 1.135
H -4.51 -1.11 1.10 0.127
C 3.81 -0.64 -2.24 -0.407
C 2.50 -4.70 -4.62 -0.834
H -4.77 -4.20 0.75 -1.063
C 2.67 4.15 1.33 -0.246
C -1.08 -7.26 0.14 -1.215
H 6.40 0.40 -0.11 0.182
H 1.85 -1.95 7.76 0.572
H -2.40 1.49 -1.87 -0.063
O -6.02 0.33 0.83 -0.390
H 4.40 2.51 -4.56 -0.079
H 4.58 2.75 -2.79 0.192
H -7.61 -6.02 5.23 0.314
H 0.78 -5.80 -3.07 0.315
C 1.46 -5.10 -2.57 -1.165
H 5.38 -2.70 2.30 0.185
C -1.30 3.36 6.01 -0.721
C 0.72 6.55 -1.47 -0.383
O 6.16 -0.44 1.76 -0.518
O -3.79 0.32 -2.95 -0.464
C -0.16 -1.00 0.24 -0.808
H 6.06 1.60 6.87 0.260
H 5.73 4.17 -0.09 0.508
H 1.10 4.64 5.91 0.359
H 4.66 -1.73 -7.41 0.275
O 3.84 0.03 -3.49 -0.281
C 0.59 7.59 -3.70 0.077
H -7.56 0.22 -0.47 0.299
C -4.91 0.88 -2.29 -0.285
H 4.53 3.64 1.99 0.299
H 1.37 8.23 -3.34 0.594
H 0.24 -5.06 0.47 0.409
H 2.88 -2.17 2.76 -0.284
C -2.13 2.10 5.57 1.148
C 2.73 2.60 4.62 0.361
H 2.45 3.46 -2.44 -0.476
C 0.75 -4.42 -1.45 1.818
H -0.30 5.78 5.65 0.415
C 4.90 4.75 0.32 -0.701
H -0.42 0.34 -2.53 -0.568
H -6.44 -1.15 -0.65 0.007
H -2.62 6.37 -4.12 0.074
H 4.92 5.99 -5.44 0.252
H -2.96 2.95 -6.60 0.302
H -1.03 0.45 2.21 -0.288
H -3.24 7.08 -5.63 0.236
H -0.21 -7.92 0.25 0.593
N -1.28 0.89 5.30 -0.113
H 2.98 -3.61 1.95 0.329
H -4.68 1.92 -2.04 0.332
H 6.67 7.75 2.79 0.311
C 3.98 -0.49 -5.86 -0.081
C -2.56 0.47 -2.14 1.298
H -1.69 -2.01 -5.99 0.287
H -7.42 -1.25 0.69 0.322
H -2.36 -1.58 -3.63 0.180
O -1.58 -3.70 -4.83 0.130
H 2.43 1.99 -3.36 -0.067